C21H24Cl5IKN3O2PS as an isolated structure. Source: the Open Molecules 2025 dataset; level of theory: ωB97M-V with the def2-TZVPD basis set.

The total energy comes out at -5067.5573 a.u. As for the LUMO energy: 2.0 eV. The value obtained for the frontier orbital gap is 6.3 eV.

```
! wB97M-V def2-TZVPD RIJCOSX def2/J DEFGRID3
* xyz -1 1
K -0.04 -1.18 -0.10
Cl 3.43 -8.38 -0.53
C 2.55 -6.91 -0.78
C 2.55 -5.90 0.18
Cl 3.44 -6.14 1.65
C 1.85 -4.72 -0.02
Cl 1.85 -3.48 1.20
C 1.10 -4.46 -1.20
O 0.46 -3.39 -1.39
C 1.12 -5.52 -2.16
Cl 0.21 -5.27 -3.60
C 1.82 -6.70 -1.95
Cl 1.80 -7.94 -3.16
I -2.73 1.01 0.63
C -0.94 1.52 -0.63
H -0.57 2.38 -0.06
H -1.47 1.97 -1.48
C 5.22 2.30 6.33
C 4.03 1.98 5.47
C 3.13 2.97 5.09
C 2.06 2.69 4.27
C 1.87 1.39 3.82
C 2.75 0.39 4.17
C 3.83 0.69 4.99
S 0.48 1.00 2.75
C -0.76 0.94 4.04
O 0.70 -0.43 2.34
H 5.04 3.18 6.95
H 6.10 2.50 5.72
H 5.46 1.47 7.00
H 3.28 3.99 5.45
H 1.38 3.48 3.97
H 2.59 -0.61 3.79
H 4.52 -0.10 5.27
H -0.47 0.18 4.77
H -1.70 0.68 3.55
H -0.84 1.92 4.50
C -0.37 -0.04 -6.31
N -0.21 -1.43 -5.89
C -1.49 -1.89 -5.36
N -2.03 -1.06 -4.29
C -2.13 0.31 -4.77
N -0.87 0.86 -5.28
C 0.11 1.02 -4.19
P 0.56 -0.57 -3.32
C 0.85 -1.56 -4.87
C -1.21 -1.15 -3.08
H -1.07 -0.03 -7.15
H 0.60 0.33 -6.67
H -1.37 -2.91 -4.99
H -2.21 -1.90 -6.19
H -2.49 0.94 -3.96
H -2.86 0.34 -5.58
H -0.29 1.71 -3.45
H 1.02 1.46 -4.61
H 0.95 -2.61 -4.59
H 1.80 -1.25 -5.32
H -1.67 -0.54 -2.30
H -1.17 -2.19 -2.75
*
```

Atom charges from the Mulliken analysis, given in e for atoms 1 to 4: K 0.806; Cl -0.232; C 0.368; C 0.038



A 5-piece molecular cluster, C21H24Cl8O2 overall. Source: the Open Molecules 2025 dataset; level of theory: ωB97M-V with the def2-TZVPD basis set.

The SMILES is C#CCc1ccc2c(c1)C(=O)C=CC2=O.ClCCCl.ClCCCl.ClCCCl.ClCCCl. The total energy comes out at -4646.5760 a.u. As for the LUMO energy: -1.5 eV. The value obtained for the frontier orbital gap is 8.4 eV.

```
! wB97M-V def2-TZVPD RIJCOSX def2/J DEFGRID3
* xyz 0 1
C -3.10 3.29 -1.05
C -2.24 2.93 -1.80
C -1.19 2.49 -2.72
C -0.16 1.66 -1.98
C -0.53 0.40 -1.50
C 0.38 -0.37 -0.80
C 1.65 0.13 -0.56
C 2.02 1.38 -1.04
C 1.11 2.14 -1.76
C 3.37 1.91 -0.77
O 3.79 2.91 -1.32
C 4.20 1.19 0.22
C 3.83 0.00 0.69
C 2.60 -0.69 0.24
O 2.39 -1.84 0.53
H -3.75 3.43 -0.22
H -1.64 1.91 -3.53
H -0.71 3.36 -3.18
H -1.53 0.05 -1.67
H 0.09 -1.34 -0.45
H 1.41 3.11 -2.13
H 5.11 1.64 0.58
H 4.44 -0.53 1.42
Cl 6.67 3.65 2.28
C 5.20 4.62 1.95
C 5.19 5.17 0.55
Cl 6.45 6.41 0.31
H 5.17 5.42 2.69
H 4.34 3.97 2.11
H 4.23 5.65 0.36
H 5.33 4.39 -0.19
Cl -2.53 -2.70 1.58
C -1.58 -4.16 1.93
C -0.23 -4.11 1.26
Cl -0.36 -4.21 -0.51
H -2.15 -5.03 1.61
H -1.45 -4.21 3.01
H 0.39 -4.94 1.59
H 0.29 -3.18 1.50
Cl -5.15 2.35 3.70
C -4.22 0.87 4.03
C -2.86 0.90 3.37
Cl -2.97 0.81 1.60
H -4.81 0.03 3.67
H -4.10 0.79 5.11
H -2.28 0.03 3.70
H -2.31 1.80 3.63
Cl -4.76 -6.72 -4.56
C -3.51 -5.49 -4.27
C -3.20 -5.33 -2.80
Cl -4.55 -4.60 -1.90
H -3.85 -4.56 -4.70
H -2.61 -5.82 -4.79
H -2.34 -4.67 -2.67
H -2.96 -6.29 -2.34
*
```

Atom charges from the Mulliken analysis, given in e for atoms 1 to 4: C 0.072; C -0.418; C -1.266; C 1.070



C21H24ClF3MnN2O4P2S2 as an isolated structure. Source: the Open Molecules 2025 dataset; level of theory: ωB97M-V with the def2-TZVPD basis set.

The total energy comes out at -4614.9867 a.u. As for the LUMO energy (spin up / spin down): 0.4 / 0.4 eV. The value obtained for the frontier orbital gap (spin up / spin down) is 8.1 / 7.8 eV.

```
! wB97M-V def2-TZVPD RIJCOSX def2/J DEFGRID3
* xyz 0 2
Mn -0.67 -0.22 0.21
O -0.33 -0.20 2.22
N 0.86 -0.40 2.75
C 0.87 -0.52 4.11
C 2.03 -0.71 4.79
C 3.23 -0.78 4.07
C 3.19 -0.67 2.71
C 1.98 -0.47 2.00
S 1.89 -0.30 0.31
H -0.11 -0.45 4.55
H 2.00 -0.79 5.87
H 4.17 -0.93 4.58
H 4.10 -0.73 2.11
C 0.12 -1.15 -3.39
P -0.27 0.11 -2.13
C -1.62 0.97 -3.03
C 1.04 1.37 -2.26
C 1.93 1.43 -3.32
C 2.89 2.44 -3.38
C 2.94 3.40 -2.38
C 2.05 3.34 -1.31
C 1.11 2.32 -1.24
P -0.04 2.11 0.17
C -1.24 3.46 -0.12
C 0.86 2.75 1.61
H 0.08 -0.72 -4.39
H -0.63 -1.94 -3.31
H 1.10 -1.59 -3.23
H -1.26 1.37 -3.97
H -2.02 1.77 -2.41
H -2.44 0.27 -3.20
H 1.90 0.69 -4.12
H 3.58 2.48 -4.21
H 3.68 4.19 -2.42
H 2.12 4.08 -0.53
H -0.73 4.41 -0.26
H -1.91 3.52 0.74
H -1.85 3.25 -0.99
H 0.95 3.84 1.58
H 1.85 2.30 1.65
H 0.31 2.46 2.50
F -4.95 0.44 1.82
C -5.07 -0.18 0.64
F -5.93 0.50 -0.11
F -5.56 -1.40 0.87
S -3.45 -0.29 -0.21
O -3.79 -0.70 -1.54
O -2.83 1.01 -0.04
O -2.69 -1.26 0.60
Cl -1.64 -5.13 2.82
C -0.88 -4.39 1.45
C -0.34 -5.15 0.44
C 0.27 -4.50 -0.62
C 0.30 -3.12 -0.61
N -0.24 -2.38 0.35
C -0.82 -3.01 1.38
H -0.39 -6.23 0.49
H 0.72 -5.05 -1.43
H 0.80 -2.57 -1.40
H -1.24 -2.38 2.15
*
```

Atom charges from the Mulliken analysis, given in e for atoms 1 to 4: Mn 0.813; O -0.650; N 0.615; C -0.420